No. 1
58
Properties=species:S:1:pos:R:3 method="wB97M-V/def2-TZVPD" total_charge=0 lumo_ev=0.443 orbital_gap_ev=9.41 spin_multiplicity=1 de_lowest_kj_mol=111.1 smiles="CN(C)S(=O)(=O)c1ccc2c(c1)nc(CCC(=O)NCC1CCCCC1)n2C"
H 1.0362 -4.0511 1.8280
H -4.5991 -0.2528 -0.3478
H -2.2310 -1.1541 -3.1317
H -2.3243 1.0149 -1.9401
C 1.7047 -1.1918 0.6215
C -0.7167 -1.0268 4.6095
N 1.5600 1.4512 -3.7640
C -3.2201 0.1370 2.0232
C 0.3449 -1.8782 3.9074
H 2.8164 -2.3071 -0.8610
C -2.2123 -1.4248 0.3126
H 2.8374 -0.3706 -2.4292
H -4.0678 1.4284 -0.2436
H -1.3476 0.6042 2.8495
C 0.1752 1.0652 -3.8947
H -3.0599 -2.1067 0.4104
C 2.3454 -1.3728 -0.5964
C -3.7331 0.4071 -0.4363
H -0.3554 -0.0071 4.7299
H -3.7091 1.1102 2.1411
H 1.4538 3.0196 -5.1839
N 0.5403 -0.0695 2.2166
H 2.4509 -3.5271 2.7650
O 3.1730 2.7462 -2.3163
O -2.8144 -1.9564 3.8861
H -1.4655 -1.7206 1.0516
H -1.8201 0.6757 0.4928
C -1.6282 -1.5294 -1.0926
H 3.0727 2.5364 -4.6265
H 0.6356 2.0505 0.2889
C 1.7334 0.8966 -1.1310
H 2.1713 1.4871 -5.7491
H -3.9445 -0.6520 2.2387
H -3.9159 0.5933 -2.5780
H -1.3059 -2.5551 -1.2880
H -0.7480 -0.8846 -1.1654
C 0.7808 -1.2890 2.6135
N -2.1661 0.0272 3.0044
H 2.5514 -3.6482 0.9988
O 0.7706 3.1835 -2.0136
C 1.0919 0.0395 0.9693
H -0.1045 0.5069 -3.0040
N 1.4920 -2.0170 1.6956
C 1.1004 1.1029 0.0737
H 1.2190 -1.9882 4.5585
H -0.4838 1.9357 -3.9891
C -2.0106 -1.0492 3.7971
H 0.0615 0.4262 -4.7699
H -0.0625 -2.8776 3.7282
C 1.9031 -3.3855 1.8316
C 2.0872 2.1704 -4.9035
C -2.6632 -1.1034 -2.1298
H -0.9243 -1.4614 5.5877
C -3.1559 0.3125 -1.8460
S 1.8282 2.2508 -2.2945
C 2.3566 -0.3022 -1.4675
H -3.5100 -1.7928 -2.0948
C -2.6800 0.0025 0.5941


No. 2
101
Properties=species:S:1:pos:R:3 method="wB97M-V/def2-TZVPD" total_charge=0 lumo_ev="-0.266 / -0.267" orbital_gap_ev="6.11 / 6.14" spin_multiplicity=1
H 0.9526 4.0419 -0.1347
C 2.1852 -1.3023 2.7068
C -2.5384 -0.1457 -3.1936
H -5.5041 0.6302 -1.6996
C -1.0045 2.6190 -3.0939
H 0.8447 3.9698 -5.1677
C 2.0943 3.2776 3.4305
H -1.9753 -2.1950 -2.7216
H 2.9703 -3.3092 2.7863
C 2.1285 -0.4638 -1.1375
H -0.5470 4.2387 1.5226
C 3.3255 -2.5630 -1.4726
C 1.1069 4.0852 2.8646
H 4.3298 -1.1771 2.5058
C 2.0266 -2.8171 2.5361
H 4.4779 2.0211 -1.2798
H 1.0815 0.2047 5.2119
C -2.1663 -5.3032 -1.2066
I -2.7000 -1.2809 1.3885
H 3.5070 0.2170 1.8014
C 3.1172 3.8354 4.3823
H 2.6318 -4.4668 -2.2134
C -2.8140 -1.6484 -3.1464
C 0.0611 0.4408 4.9019
H 1.7982 -3.0647 1.4984
H -3.5237 1.6490 -4.0001
H 2.7289 1.2601 3.6432
C -1.1988 -4.3184 -1.2731
H -4.2235 -3.8600 1.0443
C 0.1946 3.5815 1.9590
H 1.2533 -3.2522 3.1635
H 3.9493 3.1427 4.5106
H 5.3828 -2.3262 -1.9627
H 1.0617 5.1365 3.1297
H -3.1739 3.3812 -1.0632
C -3.6568 1.2742 -0.7521
H -3.6325 0.2120 -5.0138
H 0.0140 1.5032 4.6760
H 0.2437 -2.2292 4.7522
H -3.7015 -1.8804 -2.5530
C -1.2570 -3.1694 -0.4733
C 4.4511 -1.8348 -1.7074
P 0.6639 -0.3742 2.1836
C -2.3890 -3.0257 0.3225
N -0.5487 1.7680 0.4774
C 0.9366 -2.6234 -0.8610
H 3.8023 -4.3437 0.3413
N 4.4973 -0.4718 -1.6433
H -1.3514 -0.0155 3.3880
H 3.5226 4.7807 4.0190
H 0.0688 5.4388 -4.5885
C -3.3672 -4.0087 0.4003
H 4.3672 -4.3575 -1.9456
H -3.3454 1.3461 0.2946
H -4.3051 2.7252 -2.2486
O 3.1561 -4.6918 -0.2826
Fe -0.4835 -0.2033 0.0793
H -0.9153 -2.5561 3.4596
H -4.0107 -5.9300 -0.2920
H 2.9035 2.1352 -2.1094
H 2.3177 -1.0712 3.7695
C -0.4015 -0.4293 3.7341
H 1.0707 -3.7000 -0.8986
C -0.0409 4.3556 -4.6563
H -2.0792 -6.1739 -1.8428
H -0.5899 0.2446 5.7579
C 3.4120 0.1893 -1.3796
C 3.4448 1.6802 -1.2765
C -4.0051 2.6919 -1.2004
C -4.8970 0.3700 -0.8322
C 3.3937 -4.0631 -1.5438
C 0.4607 4.2272 -2.1800
H 2.9330 2.0108 -0.3706
C 3.4440 -0.8601 1.9500
C -1.1396 2.0176 -1.8520
H -1.4562 -1.8408 4.9773
C 2.0381 1.9258 3.1357
C 0.2289 2.2397 1.5400
H -5.5237 0.5067 0.0514
H -4.6226 0.3399 -3.5690
H -1.5884 -0.0056 -3.7215
N -0.2363 -2.1691 -0.5289
C 2.1140 -1.8712 -1.1543
C -0.6455 -1.8503 4.2454
H 3.4871 -1.3326 0.9689
P -2.1271 0.5332 -1.5211
H 1.1075 5.0927 -2.2852
H -4.6613 -0.6925 -0.8972
H -1.5250 2.2046 -3.9494
C -0.2060 3.7380 -3.2947
C 0.3539 3.6344 -0.9327
H -0.4018 -4.4225 -1.9958
C 1.1029 1.3891 2.2521
H -4.8494 3.0504 -0.6050
H -0.9020 4.1467 -5.2926
C -0.4508 2.5047 -0.7170
C -3.6396 0.5671 -3.9802
H 2.6881 4.0235 5.3696
H -2.9870 -2.0265 -4.1569
C -3.2503 -5.1636 -0.3525
O 1.1261 0.2818 -0.9093


No. 3
84
Properties=species:S:1:pos:R:3 method="wB97M-V/def2-TZVPD" total_charge=+1 lumo_ev="-2.926 / -4.020" orbital_gap_ev="7.48 / 6.62" spin_multiplicity=6 de_lowest_kj_mol=78.6 s2=8.760
H 3.4656 0.8232 -3.5627
C -4.2411 -2.2232 2.8218
O 3.2560 0.8529 0.2952
C -2.6463 1.3156 -2.0170
H 3.2348 -2.1008 3.1093
O -0.5311 -2.2457 0.9687
H 1.7375 -0.9476 -2.7385
C -2.7840 -5.8624 5.9122
C -3.7473 3.8464 -2.0728
H 4.2966 -2.5879 1.7677
H -2.0644 -5.8347 6.7305
C -2.4555 4.1562 3.3489
H 5.7556 0.4349 2.6921
H -2.6987 4.6105 4.3127
C -3.2877 1.7736 -3.1619
N -0.1272 1.8280 5.1533
H 0.8141 -0.9993 4.4688
C -1.4607 -2.0036 1.8252
H -5.1902 -2.6002 3.1990
H 4.2956 0.6507 3.6798
H -3.3858 3.7451 2.9500
H 1.6406 0.1163 5.5704
C 1.0156 3.1005 -3.1183
C -3.1116 3.3872 -0.9354
C 0.3431 1.0655 4.1885
H 1.2641 -4.2884 3.7059
C -0.0429 1.2384 2.8340
H -4.1250 -1.1879 3.1391
O -2.0428 5.1506 2.4139
H -0.3659 -5.3642 4.8148
O 1.5763 -1.0106 -0.6991
C 2.6960 1.4797 -3.9604
H 4.4620 1.5189 2.1390
H 0.2587 3.0022 -3.8999
C -0.9653 2.2437 2.5175
C 0.6487 -3.7651 2.9744
H 1.7275 3.8713 -3.4073
H 3.1100 -0.2394 -1.8562
H -3.3828 1.1235 -4.0208
H -4.1991 4.8288 -2.0666
H -3.7772 -5.6876 6.3215
C -3.8241 3.0475 -3.2008
H 2.2095 0.9967 -4.8107
C -1.7974 -2.9913 2.8715
N 1.7292 1.8409 -2.9356
H -4.3242 3.3952 -4.0938
O -2.0399 -0.8812 1.7435
H 0.7972 -4.2286 1.9989
C -0.7943 -3.8287 3.3980
C -0.9913 2.8007 4.8463
H 0.5337 3.3812 -2.1884
C -2.5017 2.1262 -0.8872
O 0.4799 1.3266 -1.1401
C 4.1232 -1.8295 2.5314
N -1.8196 1.6621 0.2843
C 1.3038 -0.0239 4.5471
C -3.1191 -3.0767 3.3430
C -1.5141 2.5224 1.1867
N 4.0258 -0.5008 1.9498
H -1.7345 3.5720 1.0287
H -2.7647 -6.8704 5.4940
C 2.5750 -1.4331 0.2220
C -1.4363 3.0643 3.5664
H -4.2775 -2.2155 1.7328
C 3.3104 -0.2404 0.8393
C 2.0283 -0.3477 -1.8686
H -1.3447 3.3991 5.6790
H 2.0432 -2.0256 0.9659
C 1.3699 1.0181 -1.9567
H -4.4330 -4.0986 4.6790
C -1.1387 -4.7339 4.3903
H 0.9987 -2.7358 2.8984
Ru -0.4553 -0.1941 0.2765
H 3.1854 2.3863 -4.3085
H -1.3662 5.6990 2.8244
H 2.1571 -0.0303 3.8652
C -3.4132 -4.0190 4.3222
H 3.2863 -2.0895 -0.2924
I -2.0380 -0.6906 -2.1016
H -3.1154 4.0255 -0.0641
C -2.4420 -4.8510 4.8593
O 0.5153 0.4537 1.9264
H 4.9807 -1.8452 3.2008
C 4.6765 0.5908 2.6583


No. 4
45
Properties=species:S:1:pos:R:3 method="wB97M-V/def2-TZVPD" total_charge=+4 lumo_ev="-15.736 / -15.737" orbital_gap_ev="6.30 / 6.30" spin_multiplicity=1 de_lowest_kj_mol=0.0
Ti 0.2322 -0.3910 -0.6481
O -0.8928 0.3319 1.2828
N 2.1733 -1.5096 -0.6585
C -2.6352 -2.1277 -0.4308
C -0.5816 -1.4161 -2.6762
H -2.4749 2.0333 2.4863
C -1.9632 1.3197 3.1224
H -1.1608 -2.3213 -2.8366
C 0.7330 2.9477 -0.4538
N 0.7623 1.7933 -0.3253
H -1.1238 2.9471 4.1554
H 4.7822 -2.9511 0.0514
H -0.3619 4.7204 -0.3057
H -4.5970 -1.7710 0.0933
H -2.3032 -0.1153 -2.4173
H -4.3494 -3.0353 -1.1277
N -1.4880 -1.8455 -0.4197
C 0.6848 4.3717 -0.2754
C 4.2851 -2.9287 -0.9166
C -3.9479 -2.5968 -0.2102
O 0.4172 -2.5005 2.2385
H -0.8533 1.5207 4.9372
H -2.3827 2.2128 4.9909
H 4.8798 -2.4134 -1.6719
C 0.7917 -1.4889 -2.8141
C 3.1057 -2.1881 -0.7862
C -0.7123 0.7565 2.4746
C 1.5602 -0.3059 -2.7811
C 0.4273 -2.0936 1.1477
H 1.5296 1.8167 -2.6965
H 1.2597 -2.4461 -3.0458
H 1.1201 4.6322 0.7054
H 1.2533 4.8826 -1.0709
H 2.6337 -0.3284 -2.9679
O 0.3500 0.7692 3.1336
H -2.6671 0.5444 3.4138
C -1.2224 -0.1822 -2.4422
C 0.9282 0.9126 -2.6158
C 1.8802 0.2767 1.4773
H 4.0063 -3.9263 -1.2549
C -0.4668 0.9836 -2.4285
H -3.9398 -3.3544 0.5797
H -0.9686 1.9420 -2.3782
O 2.8547 0.4826 1.9771
N -1.5584 2.0396 4.3883